(1)
DFT (ωB97M-V with the def2-TZVPD basis set) results for a structure of composition C53H69AsHfN7O2S3Si.

Lowest unoccupied orbital energy in eV: -7.994
Orbital gap in eV: 6.194
ΔE to the lowest compared entry with this formula, charge and spin in kcal per mole: 6.5
Total charge: +3

Geometry (Å):
Hf: 0.141 -0.776 -0.291
S: -0.729 1.313 1.779
C: -0.544 2.858 1.203
N: -0.444 3.908 1.989
C: -0.055 5.220 1.427
C: -0.828 5.456 0.176
N: -0.612 4.331 -0.755
C: -0.576 4.670 -2.201
C: 0.825 4.632 -2.761
C: 1.894 5.225 -2.094
C: 3.166 5.200 -2.647
C: 3.375 4.584 -3.879
C: 2.309 4.005 -4.553
C: 1.039 4.027 -3.992
C: -0.534 3.090 -0.325
S: -0.609 1.799 -1.370
C: -0.721 3.836 3.440
C: 0.475 3.564 4.320
C: 1.705 4.187 4.119
C: 2.757 3.963 5.001
C: 2.580 3.124 6.099
C: 1.350 2.510 6.308
C: 0.306 2.725 5.417
H: 1.018 5.222 1.229
H: -0.270 5.993 2.159
H: -0.499 6.371 -0.306
H: -1.896 5.549 0.386
H: -1.020 5.661 -2.280
H: -1.209 3.977 -2.747
H: 1.745 5.731 -1.142
H: 3.990 5.680 -2.132
H: 4.367 4.565 -4.316
H: 2.464 3.539 -5.520
H: 0.204 3.583 -4.526
H: -1.468 3.065 3.597
H: -1.170 4.795 3.696
H: 1.855 4.869 3.286
H: 3.705 4.466 4.847
H: 3.392 2.971 6.800
H: 1.197 1.879 7.174
H: -0.654 2.245 5.585
O: -1.008 -1.783 1.130
As: -1.820 -3.309 1.094
C: -3.598 -3.002 1.613
C: -3.937 -1.726 2.056
C: -5.230 -1.487 2.502
C: -6.161 -2.519 2.506
C: -5.808 -3.793 2.072
C: -4.518 -4.047 1.627
C: -1.040 -4.568 2.291
C: -1.777 -4.982 3.399
C: -1.259 -5.958 4.242
C: -0.015 -6.514 3.985
C: 0.728 -6.087 2.889
C: 0.223 -5.116 2.039
C: -1.727 -4.048 -0.651
C: -0.460 -4.291 -1.190
C: -0.347 -4.906 -2.430
C: -1.488 -5.282 -3.119
C: -2.748 -5.020 -2.585
C: -2.877 -4.398 -1.352
H: -3.194 -0.936 2.071
H: -5.505 -0.503 2.863
H: -7.166 -2.334 2.865
H: -6.536 -4.593 2.090
H: -4.248 -5.044 1.306
H: -2.743 -4.553 3.625
H: -1.834 -6.284 5.099
H: 0.376 -7.287 4.636
H: 1.698 -6.525 2.687
H: 0.813 -4.807 1.195
H: 0.441 -4.026 -0.662
H: 0.633 -5.103 -2.847
H: -1.400 -5.783 -4.077
H: -3.636 -5.303 -3.136
H: -3.860 -4.174 -0.964
C: 2.889 -2.650 -2.133
Si: 2.085 -0.960 -2.213
C: 3.420 0.344 -1.681
C: 2.815 1.591 -1.027
C: 4.247 0.830 -2.874
C: 4.381 -0.318 -0.682
C: 1.433 -0.848 -4.022
C: 0.664 0.441 -4.308
C: 0.483 -2.034 -4.235
C: 2.564 -0.990 -5.064
H: 3.702 -2.725 -2.863
H: 2.166 -3.436 -2.367
H: 3.306 -2.868 -1.149
H: 2.209 2.166 -1.731
H: 3.620 2.253 -0.673
H: 2.194 1.364 -0.148
H: 3.634 1.360 -3.606
H: 4.769 0.016 -3.385
H: 5.010 1.537 -2.516
H: 3.871 -0.667 0.223
H: 5.138 0.414 -0.369
H: 4.910 -1.171 -1.113
H: -0.268 0.490 -3.735
H: 0.391 0.481 -5.373
H: 1.251 1.338 -4.082
H: -0.351 -2.049 -3.525
H: 0.997 -2.997 -4.170
H: 0.046 -1.970 -5.241
H: 3.183 -0.101 -5.139
H: 2.117 -1.154 -6.055
H: 3.222 -1.844 -4.867
C: 3.972 -0.907 4.466
N: 3.098 -1.047 3.301
C: 2.982 -2.286 2.536
C: 1.996 -1.839 1.511
O: 1.506 -2.486 0.567
N: 1.643 -0.573 1.656
C: 2.329 -0.108 2.752
N: 2.248 1.136 3.155
H: 3.807 -1.745 5.140
H: 3.740 0.008 5.006
H: 5.017 -0.884 4.161
H: 2.605 -3.120 3.133
H: 3.925 -2.580 2.069
H: 1.493 1.691 2.777
H: 2.677 1.462 4.009
S: -2.230 -0.876 -1.644
C: -3.662 0.095 -1.705
N: -3.894 0.822 -2.785
C: -5.156 1.549 -3.029
C: -5.766 1.942 -1.698
C: -5.873 0.720 -0.808
N: -4.559 0.054 -0.734
H: -3.199 0.764 -3.514
H: -5.835 0.916 -3.601
H: -4.923 2.421 -3.633
H: -6.754 2.370 -1.858
H: -5.146 2.699 -1.215
H: -6.613 0.020 -1.197
H: -6.164 0.989 0.203
H: -4.360 -0.569 0.033

---

(2)
DFT (ωB97M-V with the def2-TZVPD basis set) results for the molecule C7H14Cl2Si.

Structure (SMILES): C[Si](Cl)(Cl)C1CCCCC1
Lowest unoccupied orbital energy in eV: 0.697
Orbital gap in eV: 10.765
ΔE to the lowest compared entry with this formula, charge and spin in kcal per mole: 0.0

Geometry (Å):
C: 0.497 3.184 0.939
Si: -0.345 1.541 0.755
Cl: -0.349 0.704 2.669
Cl: -2.318 1.773 0.024
C: 0.607 0.447 -0.437
C: -0.195 -0.147 -1.603
C: -1.201 -1.244 -1.168
C: -0.482 -2.326 -0.347
C: 0.185 -1.689 0.870
C: 1.223 -0.675 0.406
H: 1.567 3.057 1.082
H: 0.099 3.743 1.763
H: 0.256 3.762 0.025
H: 1.401 1.076 -0.878
H: -0.693 0.723 -2.073
H: 0.483 -0.539 -2.379
H: -1.960 -0.750 -0.548
H: -1.709 -1.701 -2.033
H: -1.170 -3.162 -0.088
H: 0.289 -2.784 -0.993
H: 0.600 -2.460 1.510
H: -0.563 -1.110 1.441
H: 1.786 -0.242 1.251
H: 1.992 -1.183 -0.188

---

(3)
DFT (ωB97M-V with the def2-TZVPD basis set) results for a structure of composition C26H29N4NiO6SeSi.

Lowest unoccupied orbital energy (alpha / beta) in eV: 1.758 / 1.758
Orbital gap (alpha / beta) in eV: 5.649 / 6.789
Expectation value of S²: 2.01
Total charge: -1
2S+1: 3

Geometry (Å):
Ni: -0.459 0.625 0.131
N: -0.995 0.313 2.256
C: -2.138 -0.606 2.342
C: -1.688 -2.035 2.117
C: -1.020 -2.368 0.776
O: -0.775 -3.561 0.583
O: -0.742 -1.411 -0.020
H: -0.231 0.004 2.848
H: -1.253 1.249 2.550
H: -2.861 -0.311 1.578
H: -2.642 -0.538 3.311
H: -2.536 -2.713 2.218
H: -0.978 -2.322 2.902
O: -2.218 4.490 0.662
C: -1.427 3.591 0.912
O: -1.415 2.399 0.458
C: -0.313 3.878 1.906
C: 1.009 3.564 1.602
C: 2.017 3.773 2.528
C: 1.678 4.287 3.767
C: 0.376 4.620 4.094
C: -0.617 4.425 3.149
N: 2.741 4.490 4.772
O: 2.416 4.930 5.862
O: 3.882 4.207 4.458
H: 1.242 3.155 0.626
H: 3.047 3.532 2.307
H: 0.161 5.029 5.071
H: -1.642 4.699 3.363
C: 2.503 -2.528 2.319
N: 2.331 -2.486 0.884
C: 2.121 -1.376 0.144
Se: 2.071 0.390 0.698
N: 1.948 -1.775 -1.126
C: 1.987 -3.157 -1.215
C: 1.829 -4.027 -2.277
C: 1.948 -5.380 -2.002
C: 2.218 -5.841 -0.709
C: 2.376 -4.962 0.351
C: 2.255 -3.614 0.067
H: 2.718 -1.522 2.667
H: 3.333 -3.189 2.568
H: 1.593 -2.898 2.794
H: 1.561 -1.141 -1.812
H: 1.604 -3.666 -3.272
H: 1.818 -6.096 -2.803
H: 2.289 -6.905 -0.529
H: 2.557 -5.317 1.357
C: -0.226 2.896 -2.695
Si: -0.319 1.083 -2.172
C: 0.986 0.262 -3.309
C: -1.963 0.485 -2.962
C: -2.096 0.284 -4.342
C: -3.288 -0.149 -4.914
C: -4.393 -0.389 -4.109
C: -4.294 -0.189 -2.739
C: -3.095 0.240 -2.181
H: -0.485 3.004 -3.754
H: 0.783 3.301 -2.550
H: -0.924 3.494 -2.103
H: 1.042 0.792 -4.266
H: 0.722 -0.779 -3.537
H: 1.991 0.298 -2.870
H: -1.244 0.466 -4.991
H: -3.356 -0.298 -5.986
H: -5.325 -0.730 -4.546
H: -5.153 -0.373 -2.102
H: -3.043 0.396 -1.108

---

(4)
DFT (ωB97M-V with the def2-TZVPD basis set) results for a structure of composition C7H19BNO8Si2.

Lowest unoccupied orbital energy in eV: 2.195
Orbital gap in eV: 6.485
Total charge: -1

Geometry (Å):
C: 1.816 -2.272 1.628
C: 2.774 -0.904 1.706
C: 3.294 -0.541 0.193
O: 4.453 -1.139 -0.199
O: 2.612 0.318 -0.788
C: 2.345 1.668 -0.256
C: 0.706 1.879 -0.323
Si: -0.146 1.921 1.421
C: 0.625 3.291 2.594
O: -1.865 2.168 1.148
Si: -2.757 0.664 1.323
B: -2.220 -0.727 0.056
O: -1.096 -1.617 0.411
O: -2.987 -0.864 -1.202
C: -2.534 -2.040 -1.986
H: 2.393 -3.183 2.120
H: 1.588 -2.543 0.495
H: 0.832 -2.040 2.225
H: 3.722 -1.231 2.325
H: 2.225 -0.037 2.267
H: 2.816 2.507 -0.962
H: 2.802 1.858 0.818
H: 0.235 0.943 -0.887
H: 0.369 2.825 -0.930
H: -0.021 0.626 2.137
H: 1.045 4.209 1.971
H: 1.556 2.831 3.162
H: -0.159 3.674 3.378
H: -4.185 0.988 1.201
H: -2.477 0.085 2.662
H: -0.235 -1.331 -0.017
H: -1.453 -1.762 -2.384
H: -2.472 -3.015 -1.337
H: -3.258 -2.235 -2.891
N: -2.585 -1.243 -5.269
O: -1.964 -0.178 -5.118
O: -2.039 -2.325 -4.999
O: -3.753 -1.226 -5.691

---

(5)
DFT (ωB97M-V with the def2-TZVPD basis set) results for a cluster of 2 separate species, C4H13N2 in total.

Lowest unoccupied orbital energy in eV: -8.922
Orbital gap in eV: 4.410
ΔE to the lowest compared entry with this formula, charge and spin in kcal per mole: 220.9
Total charge: +1

Geometry (Å):
C: -0.131 0.543 -1.946
C: 0.299 1.255 -0.651
C: -0.249 0.635 0.600
C: 0.541 -0.448 1.338
N: -0.135 -0.834 2.518
N: -0.577 -0.886 -1.692
H: -0.868 1.192 -2.433
H: 0.666 0.682 -2.716
H: -0.120 2.272 -0.749
H: 1.355 1.554 -0.749
H: -0.698 1.387 1.245
H: -1.087 0.013 0.217
H: 1.541 -0.042 1.507
H: 2.010 -0.354 -1.027
H: 0.694 -1.330 0.704
H: 0.333 -1.402 3.210
H: 0.499 -0.827 -1.262
H: -0.905 -1.186 -2.613
H: -1.105 -1.108 2.569

---

(6)
DFT (ωB97M-V with the def2-TZVPD basis set) results for a structure of composition C5H8DyMgO5.

Lowest unoccupied orbital energy (alpha / beta) in eV: -8.799 / -8.800
Orbital gap (alpha / beta) in eV: 4.190 / 8.697
Expectation value of S²: 12.62
Total charge: +2
2S+1: 7

Geometry (Å):
C: -0.897 3.089 -0.260
O: -1.484 4.106 -0.698
O: -1.177 2.544 0.833
Mg: -0.952 5.813 -1.510
O: 1.578 0.852 0.663
C: 2.107 0.136 -0.362
C: 1.113 -0.759 -0.997
O: 0.177 -1.062 -0.205
C: -0.765 -2.171 -0.165
C: -0.965 -2.396 1.339
O: -1.121 -1.202 2.009
Dy: -0.135 0.584 1.839
H: 2.972 -0.536 -0.141
H: 2.497 0.767 -1.195
H: 1.348 -1.427 -1.836
H: -0.339 2.495 -1.098
H: -0.337 -3.017 -0.713
H: -1.672 -1.783 -0.642
H: -0.097 -2.978 1.710
H: -1.850 -3.056 1.431